1.
C19H22FN3O4S2 in the gas phase at a distorted geometry. Source: the Open Molecules 2025 dataset; level of theory: ωB97M-V/def2-TZVPD.

Structure (ORCA input):
```
! RIJCOSX wB97M-V def2-TZVPD def2/J DEFGRID3
* xyz 0 1
N -0.3074 1.5248 -0.4760
C 1.3166 0.3236 0.8944
H -2.3879 0.5518 -1.2502
O -5.6648 -2.1122 0.2646
H -3.8636 1.3305 2.6738
C -2.9984 1.0379 0.7385
H -3.4333 -2.0652 -3.5000
H 1.2534 1.0446 1.7160
H -0.8188 -0.0241 0.8474
C 4.6572 -0.6002 -0.2457
O -4.0459 -1.5462 -1.6727
C 4.8717 -1.5021 0.7792
N -2.1196 2.1171 0.8981
C 6.9148 0.1732 -0.1100
H -2.4781 2.8767 1.4633
H -3.3167 -0.3177 -3.1805
C -1.0335 2.4830 0.1615
O 2.3175 -1.6943 -0.7412
O 3.1535 0.0172 -2.3124
S 3.0256 -0.4664 -0.9687
F 8.3315 -0.7953 1.4954
H 1.5749 -0.6585 1.2876
H 6.3252 -2.2698 2.1737
H 0.8246 1.1795 -2.1741
H 0.0528 -0.5196 -0.6246
S -0.6555 4.0959 0.0967
H 7.7250 0.8052 -0.4368
C -6.5839 -2.4536 1.2712
H -6.0785 -2.7530 2.1957
H -5.4560 -0.5026 2.4549
N 2.3823 0.7432 0.0115
C 5.6626 0.2346 -0.6959
H 4.0646 -2.1482 1.0844
C -4.8236 -1.0654 0.4868
H 5.4573 0.9088 -1.5113
H 2.0675 2.7905 0.1078
H 2.8945 2.1993 -1.3583
C 2.0938 2.0012 -0.6487
C 7.1186 -0.7311 0.9200
C 6.1186 -1.5753 1.3751
C -3.8780 0.7443 1.7677
H -2.1276 -1.4423 -2.4615
C -0.0260 0.2472 0.1522
C -4.7832 -0.2989 1.6380
C -3.9367 -0.7596 -0.5723
H -7.2733 -1.6298 1.4850
H -7.1462 -3.2996 0.8795
C -3.1754 -1.3159 -2.7534
C 0.7515 1.9286 -1.3797
H 0.5008 2.9003 -1.8067
C -3.0449 0.2881 -0.4395
*
```

Properties
LUMO level: 0.548 eV
HOMO level: -7.76 eV
Kohn-Sham gap: 8.31 eV

Mulliken population analysis, charges in e, atoms 1 to 4: number 1, N, carries 0.066; number 2, C, carries -1.441; number 3, H, carries 0.550; number 4, O, carries -0.389



2.
2 unconnected molecules or ions with the total composition C8H13Cl at a distorted geometry. Source: the Open Molecules 2025 dataset; level of theory: ωB97M-V/def2-TZVPD.

Structure (ORCA input):
```
! RIJCOSX wB97M-V def2-TZVPD def2/J DEFGRID3
* xyz 0 1
C -1.5142 0.4867 -0.0963
C -0.9698 -1.7787 0.7712
H -1.5231 1.1995 -0.9128
C 1.6996 0.1731 0.6346
H 4.1477 1.1050 -0.0908
C -0.5607 -1.1774 -1.6600
H -1.9634 -2.2042 0.9260
H -1.2128 -1.9773 -2.0164
C 2.0413 1.2931 -0.1630
Cl 2.5475 -1.2397 0.3627
C -2.0596 0.9884 1.2025
H 3.5184 2.7056 -0.7268
H 0.4529 -1.5755 -1.6191
H -2.8075 1.7597 1.0276
H -0.5885 -0.3636 -2.3803
H -1.2620 1.4212 1.8078
H 1.2125 1.9601 -0.3671
H -2.5176 0.1840 1.7724
H -0.3002 -2.5863 0.4884
C 3.3014 1.7123 -0.3690
C -1.0164 -0.7290 -0.3033
H -0.6255 -1.3571 1.7115
*
```

Properties
ΔE to the lowest compared entry with this formula, charge and spin: 2.440 eV
LUMO level: -0.724 eV
HOMO level: -8.16 eV
Kohn-Sham gap: 7.44 eV

Mulliken population analysis, charges in e, atoms 1 to 4: number 1, C, carries -0.096; number 2, C, carries -1.521; number 3, H, carries 0.387; number 4, C, carries -0.058



3.
A molecular structure, C5H8N2O2 at a distorted geometry. Source: the Open Molecules 2025 dataset; level of theory: ωB97M-V/def2-TZVPD.

Structure (ORCA input):
```
! RIJCOSX wB97M-V def2-TZVPD def2/J DEFGRID3
* xyz 0 1
H -2.4509 -0.6407 -0.9169
C 2.3760 -0.0738 0.0826
C 1.3857 -0.8909 0.6869
H -3.3875 1.3183 0.1538
O -0.4182 -1.5173 -1.3892
H 3.3200 -0.4887 -0.6478
C 1.2170 0.7338 -0.5685
O 1.0607 1.6117 -1.2338
H 1.3731 -2.0909 0.0421
N -2.0470 -0.3913 -0.2568
C -0.6860 -0.7987 -0.5212
H 3.0182 0.5189 0.9610
H -2.1274 0.9082 1.4196
H 1.3373 -0.9259 1.7738
C -2.3485 0.8490 0.4384
N 0.2209 -0.0804 0.1873
H -1.8435 1.9588 -0.2113
*
```

Properties
ΔE to the lowest compared entry with this formula, charge and spin: 6.559 eV
LUMO level: 0.863 eV
HOMO level: -9.57 eV
Kohn-Sham gap: 10.43 eV

Mulliken population analysis, charges in e, atoms 1 to 4: number 1, H, carries 0.182; number 2, C, carries -0.328; number 3, C, carries -0.520; number 4, H, carries 0.333



4.
A molecular structure, C4H8FNS2 at a distorted geometry. Source: the Open Molecules 2025 dataset; level of theory: ωB97M-V/def2-TZVPD.

Structure (ORCA input):
```
! RIJCOSX wB97M-V def2-TZVPD def2/J DEFGRID3
* xyz 0 1
C -0.7557 -0.4315 0.5748
H 1.5963 1.1845 0.8544
S -0.1586 -2.1223 0.8041
H 2.3770 1.1910 -2.7843
H 1.6375 -0.6147 -0.3214
C 1.3421 0.2040 -1.0179
C -0.3131 0.2358 -0.7881
H 1.8699 -1.0550 -2.8932
H -1.2712 -1.9272 2.0668
C 1.4739 0.2700 -2.5227
H -0.0321 0.3808 -3.1033
H -0.7262 -0.2916 -1.5724
H 1.3224 2.2484 -0.3663
F -0.6127 1.5399 -1.0651
N 1.6466 1.3414 -0.2660
S -1.2957 0.4951 1.8266
*
```

Properties
ΔE to the lowest compared entry with this formula, charge and spin: 7.301 eV
LUMO level: -0.794 eV
HOMO level: -8.74 eV
Kohn-Sham gap: 7.94 eV

Mulliken population analysis, charges in e, atoms 1 to 4: number 1, C, carries 0.002; number 2, H, carries 0.263; number 3, S, carries -0.216; number 4, H, carries 0.266



5.
2 unconnected molecules or ions with the total composition CH4O2P at a distorted geometry. Source: the Open Molecules 2025 dataset; level of theory: ωB97M-V/def2-TZVPD.

Structure (ORCA input):
```
! RIJCOSX wB97M-V def2-TZVPD def2/J DEFGRID3
* xyz -1 1
H -0.4959 1.9684 0.0327
C -0.5730 0.9549 0.1236
H 0.2354 -2.2374 -0.5840
P 1.1172 0.0602 0.5826
O 2.0812 0.2757 -0.5160
O -0.4413 -2.1819 0.0815
H -1.1810 0.7154 0.9902
H -0.7426 0.4448 -0.7107
*
```

Properties
ΔE to the lowest compared entry with this formula, charge and spin: 2.899 eV
LUMO level (alpha / beta): 4.491 / 4.491 eV
HOMO level (alpha / beta): -3.40 / -3.40 eV
Kohn-Sham gap (alpha / beta): 7.89 / 7.89 eV

Mulliken population analysis, charges in e, atoms 1 to 4: number 1, H, carries 0.406; number 2, C, carries -0.994; number 3, H, carries 0.198; number 4, P, carries 0.312



6.
2 unconnected molecules or ions with the total composition C2H3N2S4 at a distorted geometry. Source: the Open Molecules 2025 dataset; level of theory: ωB97M-V/def2-TZVPD.

Structure (ORCA input):
```
! RIJCOSX wB97M-V def2-TZVPD def2/J DEFGRID3
* xyz -1 1
C 3.4548 -0.9917 -0.1147
S -0.1971 0.0154 0.6536
S 2.4709 2.9500 0.7485
H 0.7207 0.0491 -1.3197
N 2.7541 0.2919 0.0373
N -0.3222 0.0610 -1.0592
H -0.0480 -1.3041 0.7939
C 2.6972 1.4585 0.3165
S 2.4875 -2.1297 -0.7898
S 5.0189 -0.9730 0.3455
H -0.5139 0.9309 -1.3674
*
```

Properties
ΔE to the lowest compared entry with this formula, charge and spin: 0.000 eV
LUMO level: 3.050 eV
HOMO level: -4.16 eV
Kohn-Sham gap: 7.21 eV

Mulliken population analysis, charges in e, atoms 1 to 4: number 1, C, carries 0.096; number 2, S, carries -0.160; number 3, S, carries -0.447; number 4, H, carries 0.229



7.
5 unconnected molecules or ions with the total composition C24H58NO9 at a distorted geometry. Source: the Open Molecules 2025 dataset; level of theory: ωB97M-V/def2-TZVPD.

Structure (ORCA input):
```
! RIJCOSX wB97M-V def2-TZVPD def2/J DEFGRID3
* xyz 1 1
H -0.6433 0.7983 -6.6379
C 2.9573 0.8873 -3.5672
C 0.0434 2.8867 5.4244
H -0.3703 5.2189 -7.7131
H 2.7728 -2.4748 -2.9076
C 0.0035 0.5296 2.9612
H -0.2922 1.9976 -8.7722
H -5.6518 -3.2259 4.0239
H 2.2911 0.5226 -4.3446
O -0.2952 -4.4659 -4.5739
C -5.3445 -4.1204 4.5698
H -0.3858 1.6049 7.1292
C 0.9213 0.9804 4.0927
H -1.3998 2.1603 2.6068
H 2.0090 2.6201 4.8400
H -2.2769 -4.4314 3.7464
C 2.5412 4.0552 2.9663
H -2.1254 -2.1615 4.7236
C 0.2454 1.4170 -6.7921
C 3.9634 0.1527 -1.5471
H -0.1183 -0.5556 3.0733
N 0.2603 1.7001 6.3457
C -0.8803 -3.9037 -3.4121
H -3.4617 -0.1543 5.2931
H 3.2700 3.2336 2.9353
H 0.0007 2.6991 -3.7854
C -0.3449 2.0485 -4.5892
H -5.8737 -4.1518 5.5206
C 0.1943 -5.7820 -4.3742
H -1.2045 -4.6882 -2.7218
H 2.4304 1.6454 -2.9839
H -1.6063 5.0100 -6.4578
H -5.1463 -0.4221 4.7988
H 3.5335 0.2647 0.5438
H 0.2610 -0.2135 -0.2399
H -0.5402 -0.0413 5.3426
H 1.1880 -0.1317 5.9020
H 1.1718 1.8959 6.7578
H -0.4608 -2.4835 -1.8733
O 0.6840 1.9779 -5.5592
H 2.1263 -3.6768 -4.0607
O 3.3443 -0.2219 -2.7648
H -5.6107 -5.0095 3.9908
H -1.2662 2.4613 -5.0049
H 0.8861 2.9164 2.1702
H -1.7474 1.2123 4.0355
C 2.9972 0.0433 -0.3853
C 1.1308 3.4498 3.0888
O 1.9311 0.9813 -0.4906
C 0.3987 0.4843 5.4751
H 0.8193 -6.0356 -5.2288
H 0.9285 -0.2018 -1.8941
O 2.8335 5.0080 3.9600
H -2.1065 0.5630 2.4027
O -1.1251 3.3071 -7.4587
H 4.3790 1.1622 -1.6142
H 0.4860 0.6553 1.9905
H -0.6360 -6.4939 -4.3235
H 0.7946 -5.8570 -3.4649
H 0.0483 4.4431 -6.1608
H 0.4438 4.2915 3.2103
C 2.3546 -3.4791 -3.0113
C 0.0659 -2.9458 -2.7161
H 0.8673 3.0900 -8.0016
H -0.5463 1.0530 -4.1745
H 4.7918 -0.5419 -1.3750
O -3.7723 -1.4270 3.6882
C -0.0282 2.4859 -7.8296
H 2.5979 4.5857 2.0170
H -1.7677 -3.3484 -3.7333
H 1.0484 0.7693 -7.1566
C -2.6867 -2.3373 3.7980
C 1.0421 2.5225 4.3159
H 0.0667 1.2179 -1.2766
H 3.0924 -4.2056 -2.6721
H -3.6940 -3.9594 2.7974
H 3.8347 1.3367 -4.0420
H -2.0169 -2.1446 2.9523
H 2.7549 4.6277 4.8413
O 1.2010 -3.6122 -2.1871
H 0.3721 -2.1492 -3.4024
H -0.9875 3.0593 5.1356
H 1.9368 0.6498 3.8761
H -4.2863 -1.6909 5.6902
H 2.6052 -0.9764 -0.3163
C -1.4054 1.1396 3.0003
H 0.4586 3.7340 5.9710
C 0.7420 0.4061 -1.0073
C -0.7299 4.5567 -6.9191
C -3.1540 -3.7771 3.7304
C -4.1813 -0.9060 4.9387
O -3.9517 -4.1153 4.8511
*
```

Properties
ΔE to the lowest compared entry with this formula, charge and spin: 0.253 eV
LUMO level: -3.363 eV
HOMO level: -10.60 eV
Kohn-Sham gap: 7.23 eV

Mulliken population analysis, charges in e, atoms 1 to 4: number 1, H, carries 0.359; number 2, C, carries -0.675; number 3, C, carries -0.978; number 4, H, carries 0.334



8.
7 unconnected molecules or ions with the total composition C14H44N2O7 at a distorted geometry. Source: the Open Molecules 2025 dataset; level of theory: ωB97M-V/def2-TZVPD.

Structure (ORCA input):
```
! RIJCOSX wB97M-V def2-TZVPD def2/J DEFGRID3
* xyz 0 1
H 0.6291 0.2708 6.2763
H -2.3220 -0.1029 -1.6375
C -2.1521 0.8651 -1.1660
H 1.1188 1.1738 1.5359
H 2.5896 0.4518 -2.4815
H 1.1122 -3.1796 -2.1718
N -0.7165 2.7966 -1.1039
H -0.6670 1.3416 5.8247
H 0.5322 -1.1457 0.7993
C 3.8213 -3.5735 -3.8107
C 0.2442 -5.2517 -0.7595
H -0.2148 3.4167 -1.7235
H 4.5281 -0.9700 -3.3424
H 5.5232 -1.9921 -2.2520
H 4.6218 0.9554 -0.2479
H -0.7293 2.6695 -3.7274
H 1.3085 -3.4957 0.2462
O 0.4021 -2.9478 -1.5689
H 3.8923 -1.3028 -0.4384
C 4.5190 -1.6329 -2.4772
C -2.4153 3.2565 2.4194
H -0.1894 1.1573 -2.0304
H -1.1570 -0.3401 4.5263
H -2.9065 1.5809 3.7250
H -3.0111 1.1850 1.9710
H -4.4576 2.3597 -2.5042
H 3.7873 -2.9526 -4.7060
C -1.1235 1.6993 -1.8822
H -3.9832 1.7281 -4.0959
H 2.2469 0.4311 -0.7216
C -1.6022 2.2056 -3.2681
H 0.5388 -5.8218 0.1216
H 4.3833 1.1650 -1.8207
O -3.7160 3.5979 1.9525
H -1.7895 1.3688 -3.9411
H -2.8156 -0.5259 6.7667
O 3.6284 -2.8235 -2.5785
C -3.9745 2.6060 -3.4498
O 1.3011 2.0513 1.1999
H -1.0971 -1.5819 5.8589
H -3.1084 1.3831 -1.0930
C 0.4384 -3.7223 -0.3700
H -0.4925 -0.5053 1.7113
H -1.5760 3.3174 -1.0032
H -0.4245 -3.4655 0.2444
H -2.1915 3.8649 3.2958
H 0.5854 2.2279 0.5893
H -4.2609 3.6767 2.7389
H -1.5296 1.3074 2.8817
O -2.6490 3.1683 -3.4092
C -0.4464 0.4227 6.3679
O 0.4455 -0.5233 1.5213
H 0.8636 -5.6363 -1.5697
C -2.5020 1.7765 2.7319
H -1.7411 3.4457 1.5840
H -4.6140 3.3151 -3.9754
C 2.5367 -0.1669 -1.5857
H 3.0461 -4.3397 -3.8176
H 1.7575 -0.9104 -1.7534
H -0.8178 0.4291 7.3927
H -1.8218 0.7532 -0.1333
C -1.2544 -0.5363 5.5941
O -2.6502 -0.1736 5.8891
N 4.7490 0.5094 -1.1451
C 3.9611 -0.7361 -1.3669
H 4.7903 -4.0414 -3.6371
H -0.7811 -5.5337 -0.9990
*
```

Properties
ΔE to the lowest compared entry with this formula, charge and spin: 1.951 eV
LUMO level: 0.584 eV
HOMO level: -9.00 eV
Kohn-Sham gap: 9.58 eV

Mulliken population analysis, charges in e, atoms 1 to 4: number 1, H, carries 0.329; number 2, H, carries 0.412; number 3, C, carries -1.183; number 4, H, carries 0.384



Energy values (in eV) by entry order: -57107.298; -21025.043; -12384.377; -30148.340; -14485.251; -48444.412; -45734.557; -32541.187.